w:
{
  "formula": "C6H7ClS",
  "method": "ωB97M-V/def2-TZVPD",
  "lumo_energy_ev": -0.44,
  "charge": 0,
  "gap_ev": 8.530,
  "homo_energy_ev": -8.97,
  "smiles": "CC#C[C@H](C=S)CCl",
  "symbols": ["C", "C", "C", "C", "C", "S", "C", "Cl", "H", "H", "H", "H", "H", "H", "H"],
  "positions_angstrom": [[-2.7800, -2.4417, 0.1027], [-1.6238, -1.5966, -0.1145], [-0.6956, -0.8554, -0.2224], [0.4198, 0.1089, -0.3081], [1.6389, -0.3984, 0.4778], [3.0957, -0.5700, -0.1461], [0.0815, 1.5119, 0.3770], [-1.5101, 2.1176, -0.1065], [-2.5926, -3.2673, 0.8231], [-3.1691, -2.9312, -0.7592], [-3.5456, -1.8433, 0.4557], [0.7729, 0.2309, -1.3389], [1.4441, -0.6367, 1.5345], [0.8997, 2.1870, 0.1108], [0.0872, 1.4091, 1.4471]]
}

---

x:
{
  "formula": "C6H7ClS",
  "method": "ωB97M-V/def2-TZVPD",
  "lumo_energy_ev": 0.67,
  "charge": 0,
  "gap_ev": 9.242,
  "homo_energy_ev": -8.57,
  "smiles": "ClCC1=C[C@H]2C[C@@H]2S1",
  "symbols": ["Cl", "C", "C", "C", "C", "C", "C", "S", "H", "H", "H", "H", "H", "H", "H"],
  "positions_angstrom": [[3.0947, -0.4642, 0.0028], [1.7362, 0.6080, 0.2383], [0.3452, 0.0990, -0.1207], [-0.2242, -1.1692, -0.0905], [-1.6947, -1.0647, -0.4404], [-3.1208, -0.9329, 0.2274], [-2.0947, 0.1934, 0.3893], [-0.9428, 1.5098, -0.1847], [1.7895, 1.5945, -0.3368], [1.6989, 0.8011, 1.3872], [0.3724, -2.0330, 0.0233], [-1.7396, -0.8828, -1.5040], [-3.8595, -1.0191, -0.5632], [-3.5589, -1.2998, 1.2443], [-1.9089, 0.1726, 1.4353]]
}

---

y:
{
  "formula": "C6H7ClS",
  "method": "ωB97M-V/def2-TZVPD",
  "lumo_energy_ev": 0.42,
  "charge": 0,
  "gap_ev": 9.028,
  "homo_energy_ev": -8.61,
  "smiles": "ClCC1=C[C@H]2C[C@@H]2S1",
  "symbols": ["Cl", "C", "C", "C", "C", "C", "C", "S", "H", "H", "H", "H", "H", "H", "H"],
  "positions_angstrom": [[-3.5185, -0.2560, -0.1634], [-2.2325, 1.1468, 0.1233], [-0.9028, 0.5295, -0.0002], [-0.4431, -0.7863, 0.0723], [1.0382, -0.7319, 0.4047], [2.3589, -0.8593, -0.1994], [1.5147, 0.3872, -0.3717], [0.5679, 1.7824, -0.0578], [-2.3971, 1.2882, 1.3641], [-2.4041, 2.1008, -0.5092], [-1.2794, -1.5589, -0.2858], [1.1614, -0.5882, 1.5433], [3.2515, -1.0775, 0.6057], [2.2449, -1.4972, -1.1430], [1.0401, 0.1205, -1.3830]]
}

---

On energetic grounds, w is preferred over the next structure by 188.7 kJ/mol.

---

w:
{
  "formula": "CH4I2N2",
  "method": "ωB97M-V/def2-TZVPD",
  "lumo_energy_ev": -1.29,
  "charge": 0,
  "gap_ev": 7.982,
  "homo_energy_ev": -9.27,
  "symbols": ["C", "N", "N", "I", "I", "H", "H", "H", "H"],
  "positions_angstrom": [[-1.1970, 0.0872, 0.2274], [0.0084, 0.6145, -0.4151], [1.1432, 0.0566, 0.4494], [1.7234, -2.0052, 0.0071], [2.7456, 1.3397, -0.0580], [-1.2796, 0.3137, 1.3775], [-2.1059, 0.3218, -0.4093], [-1.1875, -0.9868, 0.1128], [0.1495, 0.2586, -1.2917]]
}

---

x:
{
  "formula": "CH4I2N2",
  "method": "ωB97M-V/def2-TZVPD",
  "lumo_energy_ev": -0.88,
  "charge": 0,
  "gap_ev": 7.950,
  "homo_energy_ev": -8.83,
  "symbols": ["C", "N", "N", "I", "I", "H", "H", "H", "H"],
  "positions_angstrom": [[0.1444, -0.1872, -1.0098], [0.6022, 0.1253, 0.1087], [-0.3320, 1.0838, 3.5542], [-1.2069, 2.8947, 3.0717], [1.6303, 0.9135, 3.0415], [-0.8569, 0.4632, 3.0541], [-0.7228, 0.6128, -1.2189], [0.2619, -1.0871, -1.6098], [1.3169, -0.2606, 0.6583]]
}

---

On energetic grounds, w is preferred over the next structure by 14.8 kJ/mol.

---

w:
{
  "formula": "H4O2",
  "method": "ωB97M-V/def2-TZVPD",
  "lumo_energy_ev": 0.66,
  "charge": 0,
  "gap_ev": 11.587,
  "homo_energy_ev": -10.93,
  "smiles": "O.O",
  "symbols": ["O", "H", "H", "O", "H", "H"],
  "positions_angstrom": [[-1.7399, -0.0605, 0.0233], [-1.0164, -0.6475, -0.3730], [-1.5014, 0.8317, -0.2747], [1.2174, 0.0040, -0.1521], [1.5044, 0.7190, 0.4333], [1.5358, -0.8466, 0.3432]]
}

---

x:
{
  "formula": "H4O2",
  "method": "ωB97M-V/def2-TZVPD",
  "lumo_energy_ev": 0.78,
  "charge": 0,
  "gap_ev": 11.816,
  "homo_energy_ev": -11.04,
  "smiles": "O.O",
  "symbols": ["O", "H", "H", "O", "H", "H"],
  "positions_angstrom": [[-1.0576, 1.5525, -0.4291], [-1.7055, 1.8732, 0.2202], [-0.6396, 0.7229, -0.0962], [0.8452, -1.1492, 0.1587], [1.6487, -1.1176, 0.6148], [0.9088, -1.8819, -0.4683]]
}

---

On energetic grounds, x is preferred over the next structure by 17.4 kJ/mol.

---

w:
{
  "formula": "H4O2",
  "method": "ωB97M-V/def2-TZVPD",
  "lumo_energy_ev": 0.45,
  "charge": 0,
  "gap_ev": 12.329,
  "homo_energy_ev": -11.88,
  "smiles": "O.O",
  "symbols": ["O", "H", "H", "O", "H", "H"],
  "positions_angstrom": [[1.5379, -0.4797, 0.9125], [1.3228, -1.0908, 0.1641], [0.6667, -0.0228, 1.0592], [-1.4641, 0.6011, -0.8144], [-0.5777, 0.2203, -0.6456], [-2.0024, -0.0784, -1.3622]]
}

---

x:
{
  "formula": "H4O2",
  "method": "ωB97M-V/def2-TZVPD",
  "lumo_energy_ev": 0.54,
  "charge": 0,
  "gap_ev": 11.805,
  "homo_energy_ev": -11.26,
  "smiles": "O.O",
  "symbols": ["O", "H", "H", "O", "H", "H"],
  "positions_angstrom": [[-1.3018, -0.2358, -0.1108], [-2.1869, -0.3354, 0.1655], [-1.1710, 0.7488, -0.0023], [1.9122, -0.2267, -0.0691], [1.0886, -0.6717, 0.0612], [1.6589, 0.7208, -0.0445]]
}

---

On energetic grounds, x is preferred over the next structure by 19.3 kJ/mol.

---

w:
{
  "formula": "H4O2",
  "method": "ωB97M-V/def2-TZVPD",
  "lumo_energy_ev": 0.44,
  "charge": 0,
  "gap_ev": 12.178,
  "homo_energy_ev": -11.74,
  "smiles": "O.O",
  "symbols": ["O", "H", "H", "O", "H", "H"],
  "positions_angstrom": [[-1.3650, -0.9283, 1.1115], [-0.7150, -0.2945, 1.4173], [-1.2275, -0.8966, 0.1504], [1.2953, 0.9819, -1.0297], [0.5010, 0.4901, -1.3391], [1.9990, 0.2723, -0.8832]]
}

---

x:
{
  "formula": "H4O2",
  "method": "ωB97M-V/def2-TZVPD",
  "lumo_energy_ev": 0.57,
  "charge": 0,
  "gap_ev": 11.669,
  "homo_energy_ev": -11.10,
  "smiles": "O.O",
  "symbols": ["O", "H", "H", "O", "H", "H"],
  "positions_angstrom": [[0.1024, 0.8598, -1.2749], [0.4771, 0.9143, -0.3907], [-0.2014, -0.0430, -1.4942], [-0.1110, -0.2345, 1.2285], [0.6493, -0.8173, 0.8846], [-0.9165, -0.6792, 1.0467]]
}

---

y:
{
  "formula": "H4O2",
  "method": "ωB97M-V/def2-TZVPD",
  "lumo_energy_ev": 0.61,
  "charge": 0,
  "gap_ev": 11.461,
  "homo_energy_ev": -10.85,
  "smiles": "O.O",
  "symbols": ["O", "H", "H", "O", "H", "H"],
  "positions_angstrom": [[1.3424, 0.0004, 0.0183], [2.0188, -0.6138, 0.2103], [1.8385, 0.7538, -0.3359], [-1.5443, -0.0503, -0.0771], [-1.6243, 0.6078, 0.5845], [-0.6182, -0.3487, 0.0117]]
}

---

z:
{
  "formula": "H4O2",
  "method": "ωB97M-V/def2-TZVPD",
  "lumo_energy_ev": 0.93,
  "charge": 0,
  "gap_ev": 12.034,
  "homo_energy_ev": -11.11,
  "smiles": "O.O",
  "symbols": ["O", "H", "H", "O", "H", "H"],
  "positions_angstrom": [[0.2509, -1.3073, 0.4234], [-0.6032, -1.2133, 0.8857], [0.8136, -0.6357, 0.8907], [0.1226, 1.1580, -0.5030], [-0.6146, 1.7422, -0.8282], [0.0307, 0.2562, -0.8686]]
}

---

On energetic grounds, y is preferred over the next structure by 7.5 kJ/mol.

---

w:
{
  "formula": "H4O2",
  "method": "ωB97M-V/def2-TZVPD",
  "lumo_energy_ev": 0.52,
  "charge": 0,
  "gap_ev": 11.319,
  "homo_energy_ev": -10.80,
  "smiles": "O.O",
  "symbols": ["O", "H", "H", "O", "H", "H"],
  "positions_angstrom": [[-1.5610, -0.3181, -0.0823], [-0.5803, -0.2139, -0.2637], [-1.8734, 0.5980, -0.0128], [1.1519, -0.2493, -0.2056], [1.7476, -0.4985, 0.5530], [1.1152, 0.6818, 0.0113]]
}

---

x:
{
  "formula": "H4O2",
  "method": "ωB97M-V/def2-TZVPD",
  "lumo_energy_ev": 0.48,
  "charge": 0,
  "gap_ev": 12.123,
  "homo_energy_ev": -11.64,
  "smiles": "O.O",
  "symbols": ["O", "H", "H", "O", "H", "H"],
  "positions_angstrom": [[1.5965, -0.0376, -0.1197], [2.3991, -0.0355, 0.4205], [0.9352, 0.4222, 0.4665], [-1.7307, -0.0124, -0.0346], [-1.1209, 0.7563, 0.0243], [-1.1403, -0.7428, 0.3229]]
}

---

On energetic grounds, w is preferred over the next structure by 6.9 kJ/mol.